1.
Formula: C20H26N4O6S
Source: OMol25
Level of theory: wB97M-V/def2-TZVPD

Geometry as XYZ:
```
57
Properties=species:S:1:pos:R:3
C 2.738 -4.929 -0.215
C 3.929 -4.045 -0.574
O 3.861 -2.767 0.024
C 2.983 -1.841 -0.454
C 2.884 -0.663 0.291
C 2.014 0.342 -0.071
C 1.221 0.197 -1.208
C 1.360 -0.946 -1.987
C 2.221 -1.964 -1.610
H 2.295 -2.835 -2.242
H 0.803 -1.028 -2.906
N 0.261 1.146 -1.572
S -1.165 0.605 -2.213
O -2.216 1.504 -1.835
O -1.019 0.383 -3.625
C -1.434 -0.988 -1.407
C -1.768 -2.149 -2.022
N -1.907 -3.280 -1.267
C -1.699 -3.360 0.101
O -1.783 -4.397 0.702
N -1.401 -2.153 0.677
C -1.281 -0.925 0.032
O -1.066 0.078 0.668
H -1.263 -2.150 1.682
H -2.160 -4.149 -1.720
C -2.017 -2.330 -3.477
H -1.442 -3.175 -3.854
H -1.749 -1.430 -4.020
H -3.074 -2.540 -3.641
C 0.403 2.550 -1.248
H -0.242 3.096 -1.940
H 1.445 2.834 -1.424
C 0.043 2.956 0.200
O 0.913 3.288 0.982
N -1.274 2.977 0.432
H -1.865 2.555 -0.274
C -1.887 3.313 1.707
C -1.392 2.439 2.881
H -0.774 1.624 2.513
H -2.248 2.013 3.405
C -0.625 3.388 3.802
H 0.396 3.495 3.441
H -0.607 3.042 4.835
C -1.363 4.711 3.630
H -0.794 5.564 3.995
H -2.320 4.681 4.155
C -1.588 4.769 2.121
H -0.669 5.089 1.633
H -2.390 5.448 1.835
H -2.960 3.172 1.561
H 1.944 1.233 0.531
H 3.500 -0.564 1.170
H 4.040 -3.960 -1.662
H 4.847 -4.482 -0.171
H 1.807 -4.496 -0.577
H 2.667 -5.031 0.865
H 2.865 -5.914 -0.655
```

Calculated values
* charge: 0
* energy above the lowest of the compared OMol25 structures with the same formula, charge and spin: 0.455 eV
* highest occupied orbital energy: -8.12 eV

---

2.
Formula: C7H11N
Source: OMol25
Level of theory: wB97M-V/def2-TZVPD

Geometry as XYZ:
```
19
Properties=species:S:1:pos:R:3
C -1.339 -0.254 1.164
C -0.405 -0.882 0.087
C -0.080 -0.672 -1.353
C 1.395 -0.150 -1.285
C 2.120 0.294 -0.331
C 1.247 0.635 1.011
C -0.158 0.332 0.802
H -2.694 1.803 0.736
H -2.860 -0.384 -0.506
H -1.375 -0.927 2.107
H -0.044 -1.810 0.504
H -0.681 0.289 -1.764
H -0.070 -1.540 -2.126
H 2.011 -0.364 -2.296
H 3.137 0.383 -0.519
H 1.315 1.725 1.140
H 1.570 0.071 1.873
H -0.508 0.974 -0.120
N -2.582 0.478 0.880
```

Calculated values
* charge: 0
* energy above the lowest of the compared OMol25 structures with the same formula, charge and spin: 9.570 eV
* highest occupied orbital energy: -8.57 eV

---

3.
Formula: C45H57N4O12S2
Source: OMol25
Level of theory: wB97M-V/def2-TZVPD

Geometry as XYZ:
```
120
Properties=species:S:1:pos:R:3
C -2.989 1.337 -4.569
C -2.207 1.050 -3.723
C -1.226 0.698 -2.725
C -1.918 0.793 -1.372
S -2.529 2.509 -1.253
C -1.945 3.098 0.350
C -0.487 2.895 0.464
O -0.037 1.850 0.836
O 0.272 3.905 0.054
C 0.684 4.863 1.064
C 1.819 4.419 1.911
C 1.787 5.126 3.244
O 3.041 4.706 1.203
C 3.887 3.662 1.124
O 3.757 2.822 0.293
C 4.996 3.611 2.105
S 4.562 2.877 3.699
N -3.093 -0.099 -1.459
C -3.942 -0.270 -0.255
C -3.357 -1.040 0.912
C -4.476 -1.247 1.934
C -4.192 -0.787 3.355
O -3.160 0.182 3.429
C -2.157 -0.270 4.234
C -1.447 -1.497 3.799
O -1.913 0.303 5.241
C -2.736 -1.310 -1.918
N -3.635 -2.190 -2.355
N -1.432 -1.601 -1.967
C -1.102 -3.039 -2.010
C -1.728 -3.831 -0.904
C -1.010 -3.772 0.397
N -2.747 -4.534 -1.116
C -0.585 -0.697 -2.826
C 0.745 -0.543 -2.095
C -0.324 -1.287 -4.238
C 0.899 -2.182 -4.312
C -0.203 -0.292 -5.384
C 0.845 0.801 -5.261
H -3.698 1.717 -5.226
H -0.480 1.456 -2.701
H -1.253 0.581 -0.563
H -2.176 4.138 0.365
H -2.430 2.610 1.168
H -0.150 5.113 1.695
H 0.975 5.729 0.520
H 1.774 3.364 2.082
H 1.231 6.042 3.192
H 2.787 5.336 3.549
H 1.330 4.503 3.975
H 5.730 2.988 1.653
H 5.420 4.570 2.314
H 3.315 2.490 3.466
H -4.810 -0.817 -0.559
H -4.292 0.700 0.031
H -2.502 -0.566 1.342
H -3.040 -1.993 0.540
H -4.725 -2.284 1.999
H -5.352 -0.760 1.556
H -5.081 -0.360 3.760
H -3.952 -1.617 3.983
H -0.968 -1.926 4.646
H -2.125 -2.206 3.374
H -0.719 -1.265 3.057
H -4.391 -2.556 -1.816
H -3.478 -2.606 -3.247
H -0.057 -3.144 -1.856
H -1.366 -3.498 -2.939
H -0.441 -4.674 0.488
H -0.320 -2.956 0.448
H -1.701 -3.754 1.211
H -3.008 -5.019 -0.259
H 1.464 -0.065 -2.720
H 0.625 0.077 -1.233
H 1.132 -1.480 -1.752
H -1.147 -1.935 -4.481
H 1.803 -1.622 -4.293
H 0.903 -2.986 -3.607
H 0.869 -2.638 -5.276
H 0.080 -0.880 -6.230
H -1.137 0.128 -5.646
H 1.801 0.432 -5.561
H 0.608 1.568 -5.964
H 0.908 1.254 -4.297
C 3.818 6.286 7.900
C 3.942 5.787 6.673
C 4.670 6.529 5.614
O 4.774 6.067 4.497
C 5.257 7.845 5.968
C 5.135 8.344 7.194
C 4.405 7.604 8.259
O 4.294 8.057 9.374
H 3.292 5.767 8.690
H 3.525 4.830 6.386
H 5.783 8.363 5.176
H 5.552 9.302 7.478
C -5.169 -8.060 1.989
C -5.904 -9.143 1.758
C -6.103 -9.660 0.376
O -6.772 -10.642 0.163
C -5.446 -8.918 -0.735
C -4.712 -7.835 -0.500
C -4.520 -7.327 0.878
O -3.845 -6.335 1.091
H -5.010 -7.664 2.984
H -6.390 -9.698 2.550
H -5.603 -9.312 -1.731
H -4.225 -7.278 -1.291
C 5.726 -0.546 -6.490
C 6.774 0.139 -6.041
C 7.014 0.315 -4.584
O 7.963 0.939 -4.172
C 6.037 -0.307 -3.648
C 4.991 -0.992 -4.100
C 4.754 -1.164 -5.556
O 3.796 -1.788 -5.966
H 5.530 -0.686 -7.546
H 7.497 0.599 -6.702
H 6.232 -0.168 -2.592
H 4.270 -1.454 -3.438
```

Calculated values
* charge: +1
* highest occupied orbital energy: -10.77 eV

---

4.
Formula: C4H3BiLiO
Source: OMol25
Level of theory: wB97M-V/def2-TZVPD

Geometry as XYZ:
```
10
Properties=species:S:1:pos:R:3
C 2.470 -0.796 0.831
C 2.602 -0.301 -0.354
H 3.030 -1.417 1.542
H 3.295 -0.330 -1.204
Bi 0.681 0.422 0.454
C -1.261 1.280 0.150
C -2.242 0.482 -0.041
O -3.090 -0.342 -0.213
H -1.370 2.365 0.198
Li -4.112 -1.363 -1.361
```

Calculated values
* charge: +2
* <S²>: 0.77
* 2S+1: 2
* energy above the lowest of the compared OMol25 structures with the same formula, charge and spin: 0.000 eV
* highest occupied orbital energy (alpha / beta): -17.08 / -17.08 eV

---

5.
Formula: C20H22N2O5
Source: OMol25
Level of theory: wB97M-V/def2-TZVPD

Geometry as XYZ:
```
49
Properties=species:S:1:pos:R:3
C 3.041 4.364 -4.455
H 3.210 4.483 -5.522
O 3.175 2.993 -4.179
C 2.977 2.681 -2.823
C 3.044 1.157 -2.673
N 2.976 0.742 -1.300
C 1.816 0.408 -0.683
O 0.734 0.398 -1.248
C 2.157 0.067 0.720
C 1.390 -0.324 1.823
C 2.076 -0.552 3.018
C 3.445 -0.410 3.136
C 4.201 -0.010 2.045
C 3.542 0.227 0.857
C 4.130 0.681 -0.442
H 4.871 -0.028 -0.831
H 4.614 1.661 -0.348
H 5.270 0.117 2.119
H 3.926 -0.604 4.083
H 1.484 -0.844 3.873
C -0.103 -0.520 1.932
O -0.604 -0.605 3.041
N -0.784 -0.636 0.774
C -2.150 -0.881 0.624
C -3.075 -0.753 1.643
C -4.432 -0.992 1.412
C -4.854 -1.357 0.145
C -3.927 -1.495 -0.882
C -2.582 -1.271 -0.663
O -1.597 -1.412 -1.604
C -1.974 -1.614 -2.940
H -2.455 -2.589 -3.083
H -1.048 -1.582 -3.513
H -2.645 -0.824 -3.294
H -4.283 -1.790 -1.857
H -5.893 -1.545 -0.073
O -5.249 -0.828 2.495
C -6.624 -1.059 2.331
H -6.828 -2.092 2.027
H -7.072 -0.879 3.307
H -7.066 -0.373 1.600
H -2.760 -0.469 2.631
H -0.304 -0.479 -0.117
H 2.194 0.717 -3.201
H 3.972 0.795 -3.123
H 1.996 3.043 -2.478
H 3.755 3.162 -2.205
H 3.779 4.956 -3.898
H 2.037 4.725 -4.200
```

Calculated values
* charge: 0
* energy above the lowest of the compared OMol25 structures with the same formula, charge and spin: 2.471 eV
* highest occupied orbital energy: -7.50 eV

---

6.
Formula: C13H25F6O11SV
Source: OMol25
Level of theory: wB97M-V/def2-TZVPD

Geometry as XYZ:
```
57
Properties=species:S:1:pos:R:3
O 9.549 -24.467 -8.265
V 8.163 -24.998 -8.743
O 6.963 -23.956 -8.657
C 7.863 -26.107 -13.051
F 8.294 -26.359 -14.280
F 6.881 -25.199 -13.098
F 7.340 -27.236 -12.538
S 9.263 -25.517 -12.010
O 9.874 -24.467 -12.755
O 8.548 -25.064 -10.804
O 10.037 -26.716 -11.796
C 8.777 -25.223 -5.498
O 8.040 -25.776 -6.585
C 7.209 -26.888 -6.285
C 6.004 -26.863 -7.195
O 6.519 -26.686 -8.513
C 5.570 -26.868 -9.524
H 9.411 -25.992 -5.058
H 8.099 -24.719 -4.803
H 9.414 -24.425 -5.874
H 6.917 -26.848 -5.231
H 7.759 -27.826 -6.432
H 5.326 -26.038 -6.967
H 5.538 -27.851 -7.134
H 5.221 -27.907 -9.552
H 6.042 -26.625 -10.475
H 4.688 -26.231 -9.406
C 9.998 -21.363 -8.955
O 8.837 -21.648 -8.247
C 8.299 -20.541 -7.585
C 7.152 -20.981 -6.713
O 7.638 -21.635 -5.555
C 6.593 -22.060 -4.716
H 10.827 -21.091 -8.277
H 9.843 -20.510 -9.626
H 10.343 -22.257 -9.463
H 7.867 -19.866 -8.346
H 9.029 -19.964 -6.999
H 6.591 -21.735 -7.277
H 6.611 -20.066 -6.452
H 5.722 -21.403 -4.812
H 6.948 -21.988 -3.684
H 6.277 -23.095 -4.892
C 9.274 -29.938 -11.575
C 8.719 -29.581 -10.243
O 9.828 -29.229 -9.377
C 9.892 -28.029 -8.876
O 9.121 -27.124 -9.027
C 11.033 -27.896 -7.849
F 10.427 -27.803 -6.629
F 11.852 -28.923 -7.822
F 11.715 -26.779 -8.053
H 9.957 -30.788 -11.485
H 9.823 -29.111 -12.021
H 8.497 -30.255 -12.272
H 8.210 -30.408 -9.753
H 8.048 -28.728 -10.292
```

Calculated values
* charge: 0
* energy above the lowest of the compared OMol25 structures with the same formula, charge and spin: 0.289 eV
* highest occupied orbital energy: -9.24 eV

---

7.
Formula: C4H6O5S2
Source: OMol25
Level of theory: wB97M-V/def2-TZVPD

Geometry as XYZ:
```
17
Properties=species:S:1:pos:R:3
C -1.768 -1.064 1.648
C 2.220 0.528 -1.620
C -3.028 -0.412 2.149
C 2.517 1.691 -2.406
O -1.005 -1.807 2.152
O 2.906 -0.236 -1.051
O 0.804 -0.109 1.093
O 0.562 -2.252 -0.144
O -1.497 -0.711 0.320
S 0.158 0.223 -1.592
S 0.141 -0.927 0.139
H -3.574 0.055 1.327
H -2.700 0.353 2.806
H -3.707 -1.108 2.722
H 1.758 2.352 -2.252
H 2.726 1.278 -3.353
H 3.486 2.146 -1.938
```

Calculated values
* charge: 0
* energy above the lowest of the compared OMol25 structures with the same formula, charge and spin: 0.000 eV
* highest occupied orbital energy: -9.75 eV

---

8.
Formula: C20H17Br2N2
Source: OMol25
Level of theory: wB97M-V/def2-TZVPD

Geometry as XYZ:
```
41
Properties=species:S:1:pos:R:3
Br -7.250 3.090 1.920
C -5.612 2.161 1.882
C -5.598 0.754 1.880
C -4.390 0.072 1.775
C -3.156 0.772 1.664
C -1.933 0.065 1.437
C -0.682 0.670 1.527
C 0.463 0.189 0.913
C 1.736 0.833 1.010
C 2.879 0.317 0.341
C 4.096 0.991 0.361
C 4.209 2.214 1.049
Br 5.815 3.197 1.011
C 3.112 2.722 1.762
C 1.902 2.035 1.760
C -3.193 2.196 1.758
C -4.403 2.876 1.861
H -6.530 0.206 1.947
H -4.366 -1.020 1.779
H -1.986 -0.997 1.188
H -0.624 1.583 2.124
H 0.385 -0.706 0.298
H 2.775 -0.626 -0.195
H 4.960 0.590 -0.159
H 3.199 3.652 2.315
H 1.067 2.427 2.342
H -2.257 2.760 1.729
H -4.419 3.959 1.911
N 1.047 -1.858 -1.250
C 0.876 -1.247 -2.431
C 1.125 -1.882 -3.645
C 1.652 -3.196 -3.621
N 2.106 -3.782 -4.756
C 1.739 -3.859 -2.373
C 1.460 -3.134 -1.218
H 0.543 -0.206 -2.405
H 0.960 -1.343 -4.578
H 2.540 -4.695 -4.740
H 2.104 -3.294 -5.641
H 2.064 -4.896 -2.299
H 1.587 -3.590 -0.232
```

Calculated values
* charge: +1
* highest occupied orbital energy: -11.06 eV

---

9.
Formula: C7H9N
Source: OMol25
Level of theory: wB97M-V/def2-TZVPD

Geometry as XYZ:
```
17
Properties=species:S:1:pos:R:3
C 1.140 -0.128 -0.970
C 2.359 0.444 -0.674
N 2.846 0.722 0.522
C -1.117 -0.175 -0.133
C 0.138 -0.391 0.115
C 0.656 -1.074 1.377
C -3.549 0.310 -0.548
C -2.242 0.581 -0.201
H 0.771 -0.251 -1.977
H 3.053 0.621 -1.505
H 3.861 0.748 0.505
H 0.006 -1.903 1.643
H 1.693 -1.298 1.201
H 0.661 -0.434 2.257
H -3.720 -0.361 -1.403
H -4.340 0.931 -0.171
H -2.216 1.658 -0.039
```

Calculated values
* charge: 0
* energy above the lowest of the compared OMol25 structures with the same formula, charge and spin: 6.743 eV
* highest occupied orbital energy: -6.84 eV

---

10.
Formula: C6H12N2O3S
Source: OMol25
Level of theory: wB97M-V/def2-TZVPD

Geometry as XYZ:
```
24
Properties=species:S:1:pos:R:3
C -0.779 -2.889 1.199
C 2.788 -0.643 0.584
C -3.727 2.274 -0.626
C 1.612 -0.653 -0.367
C 0.636 -1.819 -0.343
C -0.206 -1.629 0.879
N -1.178 -3.902 1.597
N -0.422 -0.535 1.503
O -2.744 0.338 1.060
O -1.164 1.518 -0.398
O -2.560 0.005 -1.434
S -2.457 0.946 -0.383
H 3.179 0.416 0.810
H 2.310 -0.895 1.502
H 3.681 -1.323 0.417
H -3.859 2.748 0.264
H -3.171 2.901 -1.445
H -4.634 1.785 -0.923
H 2.029 -0.758 -1.424
H 0.923 0.279 -0.418
H 1.100 -2.791 -0.537
H -0.195 -1.692 -1.102
H 0.166 0.240 1.209
H -1.943 0.183 1.555
```

Calculated values
* charge: 0
* <S²>: 2.01
* 2S+1: 3
* highest occupied orbital energy (alpha / beta): -7.08 / -10.92 eV

---

11.
Formula: C34H37MoO6
Source: OMol25
Level of theory: wB97M-V/def2-TZVPD

Geometry as XYZ:
```
78
Properties=species:S:1:pos:R:3
Mo 2.325 0.173 0.121
C -2.224 0.618 2.985
C -2.602 -0.267 1.802
C -3.995 -0.838 1.942
O -2.518 0.471 0.580
C -1.300 0.194 -0.063
C -0.622 -0.846 0.876
O -1.683 -1.333 1.640
C 0.203 -2.000 0.227
O 1.448 -1.452 -0.183
C -0.469 -2.611 -1.008
C 0.333 -3.028 -2.068
C -0.232 -3.568 -3.213
C -1.607 -3.710 -3.308
C -2.411 -3.316 -2.249
C -1.848 -2.770 -1.105
C 0.449 -3.086 1.289
C 1.649 -3.110 1.993
C 1.914 -4.115 2.912
C 0.976 -5.107 3.146
C -0.233 -5.075 2.468
C -0.493 -4.077 1.544
C -0.427 1.498 -0.373
O 0.927 1.110 -0.208
C -0.564 1.852 -1.865
C -0.162 0.877 -2.782
C -0.261 1.098 -4.144
C -0.755 2.306 -4.617
C -1.129 3.286 -3.714
C -1.029 3.067 -2.344
C -0.763 2.634 0.581
C -2.027 3.220 0.566
C -2.326 4.253 1.439
C -1.373 4.718 2.334
C -0.122 4.127 2.371
C 0.178 3.086 1.502
H -2.940 1.435 3.061
H -1.233 1.050 2.852
H -2.240 0.029 3.901
H -4.712 -0.029 2.068
H -4.036 -1.495 2.810
H -4.250 -1.406 1.049
H -1.535 -0.263 -1.020
H 0.100 -0.323 1.539
H 1.406 -2.928 -1.986
H 0.404 -3.877 -4.033
H -2.055 -4.135 -4.197
H -3.486 -3.428 -2.311
H -2.493 -2.460 -0.293
H 2.389 -2.344 1.809
H 2.859 -4.131 3.439
H 1.187 -5.902 3.849
H -0.978 -5.840 2.648
H -1.436 -4.071 1.017
H 0.221 -0.075 -2.431
H 0.043 0.317 -4.830
H -0.847 2.478 -5.681
H -1.499 4.239 -4.069
H -1.313 3.858 -1.666
H -2.781 2.855 -0.115
H -3.312 4.699 1.421
H -1.608 5.535 3.004
H 0.624 4.473 3.073
H 1.155 2.624 1.563
C 5.032 -0.911 1.317
O 3.842 -0.402 0.754
H 4.796 -1.505 2.200
H 5.698 -0.099 1.609
H 5.535 -1.548 0.591
C 3.275 2.595 -2.258
C 3.174 3.235 -0.887
O 3.441 2.291 0.191
H 3.189 3.362 -3.027
H 2.471 1.872 -2.414
H 4.240 2.096 -2.384
H 2.172 3.618 -0.705
H 3.879 4.062 -0.791
H 4.393 2.171 0.257
```

Calculated values
* charge: +1
* <S²>: 2.01
* 2S+1: 3
* energy above the lowest of the compared OMol25 structures with the same formula, charge and spin: 1.070 eV
* highest occupied orbital energy (alpha / beta): -11.21 / -11.21 eV

---

What is the charge in the third record?
+1